Density functional theory data (the ωB97M-V functional and the def2-TZVPD basis) for a molecular structure, C41H30I2N8OSTc.

Computed properties:
Kohn-Sham gap (alpha / beta): 6.0959 / 5.8499 eV
multiplicity: 2
total charge: +2
largest force on an atom: 0.8 eV Å⁻¹
electronic energy: -86192.8864 eV

Element x y z (Å)
1 Tc -0.4656 -0.4811 0.4954
2 I 0.9145 -4.2439 -6.1203
3 C 0.7181 -2.6551 -4.7949
4 C 0.1006 -1.4855 -5.1968
5 C -0.0696 -0.4092 -4.3206
6 I -0.7982 1.3150 -5.2637
7 C 0.3547 -0.5579 -3.0109
8 O 0.1686 0.3095 -1.9145
9 C 1.0645 -1.6938 -2.6192
10 C 1.7277 -1.7619 -1.2700
11 N 0.8044 -2.1849 -0.1757
12 C 1.6031 -2.6089 0.9956
13 C 2.0928 -1.4037 1.7611
14 C 3.2101 -1.4725 2.5749
15 C 3.6036 -0.3499 3.2833
16 C 2.8709 0.8197 3.1430
17 C 1.7680 0.8129 2.3159
18 N 1.3719 -0.2750 1.6387
19 C 1.2395 -2.7371 -3.5118
20 H -0.2486 -1.3846 -6.2145
21 H 2.1515 -0.7935 -1.0018
22 H 2.5542 -2.4738 -1.3344
23 H 0.2813 -2.9840 -0.5287
24 H 2.4533 -3.2238 0.6883
25 H 0.9790 -3.2199 1.6461
26 H 3.7631 -2.3991 2.6475
27 H 4.4698 -0.3861 3.9291
28 H 3.1482 1.7242 3.6642
29 H 1.1702 1.7048 2.1813
30 H 1.8057 -3.6076 -3.2061
31 N -3.2350 -0.6642 3.7457
32 C -3.2542 -1.8486 4.5202
33 C -4.1105 -1.9542 5.6011
34 C -4.1162 -3.1123 6.3663
35 C -3.2574 -4.1544 6.0585
36 C -2.3913 -4.0431 4.9780
37 C -2.4024 -2.8934 4.2087
38 S -1.3243 -2.7973 2.8083
39 N -1.4591 -1.1705 2.2710
40 C -2.3307 -0.3584 2.7929
41 C -2.2665 1.0377 2.3080
42 C -2.9569 2.0874 2.8958
43 C -2.7556 3.3789 2.4409
44 C -1.8457 3.5837 1.4174
45 C -1.2024 2.4907 0.8714
46 N -1.4061 1.2328 1.2825
47 H -3.8986 0.0437 4.0070
48 H -4.7778 -1.1354 5.8427
49 H -4.7902 -3.1941 7.2072
50 H -3.2566 -5.0551 6.6553
51 H -1.7185 -4.8539 4.7291
52 H -3.6338 1.9230 3.7213
53 H -3.2875 4.2079 2.8860
54 H -1.6379 4.5732 1.0371
55 H -0.4936 2.6206 0.0651
56 N -8.7388 2.7890 -5.0642
57 C -7.7477 2.4564 -4.5910
58 C -6.5063 2.0424 -3.9960
59 C -5.2986 2.3667 -4.6129
60 C -4.1068 1.9748 -4.0367
61 C -4.0979 1.2340 -2.8492
62 C -5.3191 0.9211 -2.2411
63 C -6.5149 1.3250 -2.8033
64 C -2.8444 0.7870 -2.2100
65 C -2.8061 -0.5309 -1.7838
66 C -3.6692 -1.5551 -2.3048
67 C -3.4579 -2.6805 -1.5654
68 C -2.5154 -2.3198 -0.5738
69 N -2.0797 -1.0700 -0.7022
70 C -1.7956 1.7669 -2.1310
71 C -1.8984 3.1520 -2.2465
72 C -0.6117 3.7056 -2.2906
73 C 0.2864 2.6620 -2.2156
74 N -0.4305 1.5210 -2.1092
75 H -5.3042 2.9194 -5.5418
76 H -3.1750 2.2097 -4.5294
77 H -5.3241 0.3912 -1.2981
78 H -7.4542 1.0904 -2.3228
79 H -4.3074 -1.4489 -3.1659
80 H -3.9208 -3.6453 -1.6851
81 H -2.1744 -2.9410 0.2435
82 H -2.8294 3.6913 -2.2884
83 H -0.3529 4.7457 -2.3887
84 H 1.3629 2.6402 -2.2386

Atoms 1-6, force components in eV/Å:
Tc 0.8 -0.2 0.0
I 0.0 0.0 0.0
C 0.0 0.0 0.0
C 0.0 -0.1 0.1
C -0.1 0.1 -0.1
I 0.4 -0.2 -0.1

Just the Löwdin charges please, in e? Sure, here they are:
1. Tc 1.270
2. I 0.964
3. C -0.726
4. C -0.221
5. C -0.558
6. I 1.217
7. C -0.209
8. O -0.059
9. C -0.148
10. C -0.127
11. N -0.136
12. C -0.153
13. C -0.257
14. C 0.010
15. C -0.017
16. C -0.027
17. C -0.099
18. N -0.032
19. C -0.088
20. H 0.078
21. H 0.128
22. H 0.133
23. H 0.128
24. H 0.133
25. H 0.072
26. H 0.131
27. H 0.126
28. H 0.121
29. H 0.104
30. H 0.113
31. N 0.139
32. C -0.231
33. C -0.004
34. C -0.050
35. C -0.055
36. C -0.085
37. C -0.440
38. S 1.028
39. N -0.347
40. C -0.322
41. C -0.169
42. C 0.019
43. C -0.011
44. C -0.010
45. C -0.113
46. N -0.035
47. H 0.132
48. H 0.123
49. H 0.119
50. H 0.118
51. H 0.115
52. H 0.119
53. H 0.128
54. H 0.126
55. H 0.091
56. N 0.194
57. C -0.161
58. C -0.201
59. C 0.011
60. C -0.043
61. C -0.177
62. C -0.006
63. C 0.006
64. C -0.021
65. C -0.226
66. C 0.001
67. C -0.023
68. C -0.137
69. N -0.068
70. C -0.235
71. C -0.029
72. C -0.050
73. C -0.067
74. N -0.127
75. H 0.132
76. H -0.001
77. H 0.128
78. H 0.131
79. H 0.131
80. H 0.115
81. H 0.064
82. H 0.133
83. H 0.120
84. H 0.149